one.
{
  "formula": "C4H7N3O",
  "method": "ωB97M-V/def2-TZVPD",
  "smiles": "Cc1n[nH]c(=O)n1C",
  "lumo_ev": 0.6,
  "charge": 0,
  "homo_lumo_gap_ev": 9.3712,
  "symbols": ["C", "C", "N", "N", "C", "O", "N", "C", "H", "H", "H", "H", "H", "H", "H"],
  "coordinates": [[1.96, -0.02, -0.03], [0.61, -0.59, 0.01], [0.37, -1.79, -0.04], [-1.02, -1.84, -0.07], [-1.55, -0.50, -0.06], [-2.79, -0.14, -0.02], [-0.45, 0.23, -0.01], [-0.56, 1.64, -0.03], [2.01, 0.41, -1.10], [2.58, -0.66, -0.06], [2.23, 0.03, 1.15], [-1.55, -2.78, 0.17], [0.10, 2.09, -1.03], [-0.25, 1.90, 1.00], [-1.70, 2.04, 0.12]],
  "nbo_charge": [-0.666, 0.356, -0.268, -0.475, 0.734, -0.675, -0.443, -0.447, 0.259, 0.205, 0.266, 0.431, 0.222, 0.217, 0.284]
}

---

two.
{
  "formula": "C4H7N3O",
  "method": "ωB97M-V/def2-TZVPD",
  "smiles": "Nc1ccc(N)n1O",
  "lumo_ev": 0.4,
  "charge": 0,
  "homo_lumo_gap_ev": 7.3882,
  "symbols": ["N", "C", "C", "C", "C", "N", "N", "O", "H", "H", "H", "H", "H", "H", "H"],
  "coordinates": [[-1.83, -0.84, 1.49], [-0.50, -0.54, 0.94], [0.77, -0.53, 1.45], [1.65, -0.10, 0.42], [0.84, 0.33, -0.67], [1.38, 0.82, -1.89], [-0.40, -0.11, -0.42], [-1.47, 0.65, -0.94], [-1.78, -1.24, 2.41], [-2.47, 0.05, 1.61], [0.93, -0.98, 2.35], [2.72, -0.27, 0.33], [2.40, 1.10, -1.80], [0.84, 1.61, -2.43], [-1.48, 0.39, -2.07]],
  "nbo_charge": [-0.833, 0.253, -0.308, -0.352, 0.290, -0.845, -0.093, -0.540, 0.373, 0.372, 0.213, 0.215, 0.398, 0.384, 0.474]
}

---

three.
{
  "formula": "C4H7N3O",
  "method": "ωB97M-V/def2-TZVPD",
  "lumo_ev": 0.1,
  "charge": 0,
  "homo_lumo_gap_ev": 8.0269,
  "symbols": ["C", "C", "C", "C", "N", "N", "N", "O", "H", "H", "H", "H", "H", "H", "H"],
  "coordinates": [[-1.26, -0.78, 0.81], [-0.57, 0.32, 0.10], [-0.75, 1.72, 0.51], [1.04, -1.13, -0.84], [-2.42, -1.21, 0.44], [-2.35, 0.34, -1.17], [-2.95, -0.34, -0.39], [0.67, 0.19, -0.42], [-0.72, -1.50, 1.38], [-0.28, 2.32, -0.31], [-0.11, 2.07, 1.37], [-1.67, 2.10, 0.68], [0.89, -1.78, 0.11], [2.04, -0.80, -1.16], [0.38, -1.34, -1.61]],
  "nbo_charge": [-0.018, 0.325, -0.670, -0.255, -0.250, -0.124, -0.016, -0.500, 0.211, 0.240, 0.228, 0.234, 0.183, 0.219, 0.195]
}

---

Relative energy table, unit kcal/mol: one 8.9; two 0.0; three 36.8

---

one.
{
  "formula": "C4H7N3O",
  "method": "ωB97M-V/def2-TZVPD",
  "lumo_ev": -0.1,
  "charge": 0,
  "homo_lumo_gap_ev": 8.6601,
  "symbols": ["C", "C", "C", "C", "H", "H", "H", "H", "H", "H", "H", "N", "N", "N", "O"],
  "coordinates": [[-2.37, 0.39, 0.35], [0.38, -0.41, 0.04], [0.72, 0.90, -0.26], [1.62, -1.30, 0.19], [-1.57, 0.93, 0.96], [-3.02, 1.54, -0.40], [-3.38, 0.07, 0.90], [-0.03, 1.54, -0.55], [2.36, 1.38, 0.30], [1.81, -1.82, 1.35], [1.35, -2.02, -0.77], [-1.96, -0.69, -0.70], [-0.78, -1.06, -0.70], [2.20, 0.88, -0.62], [2.68, -0.33, -0.08]],
  "nbo_charge": [-0.514, -0.012, -0.096, -0.135, 0.217, 0.179, 0.247, 0.219, 0.362, 0.221, 0.213, -0.107, -0.115, -0.263, -0.416]
}

---

two.
{
  "formula": "C4H7N3O",
  "method": "ωB97M-V/def2-TZVPD",
  "smiles": "[H]/N=C\\N=C/NC(C)=O",
  "lumo_ev": 0.1,
  "charge": 0,
  "homo_lumo_gap_ev": 9.4767,
  "symbols": ["H", "N", "C", "N", "C", "N", "C", "C", "O", "H", "H", "H", "H", "H", "H"],
  "coordinates": [[2.57, -0.91, -0.85], [2.40, -0.98, 0.15], [1.75, 0.00, 0.80], [1.56, 1.18, 0.06], [0.29, 1.62, -0.25], [-0.99, 1.17, -0.07], [-1.69, -0.11, 0.16], [-0.85, -1.35, -0.39], [-2.79, -0.08, 0.61], [1.34, -0.21, 1.79], [0.27, 2.59, -0.54], [-1.70, 1.88, 0.40], [-0.06, -0.86, -0.98], [-0.62, -2.23, 0.43], [-1.47, -1.71, -1.31]],
  "nbo_charge": [0.347, -0.661, 0.219, -0.488, 0.305, -0.700, 0.721, -0.745, -0.548, 0.191, 0.174, 0.427, 0.231, 0.281, 0.248]
}

---

Relative energy table, unit kcal/mol: one 139.0; two 0.0

---

one.
{
  "formula": "C4H7N3O",
  "method": "ωB97M-V/def2-TZVPD",
  "lumo_ev": 0.4,
  "charge": 0,
  "homo_lumo_gap_ev": 10.1132,
  "symbols": ["C", "C", "C", "C", "H", "H", "H", "H", "H", "H", "H", "N", "N", "N", "O"],
  "coordinates": [[-1.89, -0.14, -0.18], [-0.75, 0.86, -0.69], [0.39, 1.16, -0.22], [2.03, -0.63, 0.05], [-2.75, -1.28, 1.57], [-0.57, -0.97, 1.47], [-1.17, 1.30, -1.92], [0.89, 2.01, -0.54], [1.63, 1.15, 1.33], [3.23, -0.58, 0.23], [0.67, -0.85, -1.13], [-1.74, -0.60, 1.16], [1.06, 0.39, 0.77], [1.78, -1.33, -1.06], [-2.81, -0.51, -0.84]],
  "nbo_charge": [0.644, -0.279, -0.056, 0.203, 0.420, 0.449, 0.250, 0.197, 0.395, 0.203, 0.329, -0.924, -0.688, -0.577, -0.567]
}

---

two.
{
  "formula": "C4H7N3O",
  "method": "ωB97M-V/def2-TZVPD",
  "lumo_ev": 0.4,
  "charge": 0,
  "homo_lumo_gap_ev": 9.4088,
  "symbols": ["C", "C", "C", "C", "H", "H", "H", "H", "H", "H", "H", "N", "N", "N", "O"],
  "coordinates": [[-2.41, 1.05, -0.01], [-2.54, -0.39, 0.11], [0.79, -1.27, 0.04], [3.64, 0.51, 0.03], [-1.40, 1.68, -0.91], [-3.75, 1.26, -0.42], [-2.39, 1.53, 1.20], [-3.55, -0.87, -0.18], [0.56, -2.36, -0.15], [4.58, -0.30, 0.65], [3.95, 1.46, -0.09], [-1.59, -1.24, -0.05], [2.06, -0.98, -0.08], [2.42, 0.30, -0.12], [-0.35, -0.39, -0.02]],
  "nbo_charge": [-0.705, -0.006, 0.400, 0.002, 0.305, 0.223, 0.267, 0.219, 0.191, 0.126, 0.161, -0.097, -0.350, -0.306, -0.427]
}

---

Relative energy table, unit kcal/mol: one 0.0; two 71.2

---

one.
{
  "formula": "C6H12S",
  "method": "ωB97M-V/def2-TZVPD",
  "lumo_ev": [0.4, 0.5],
  "charge": 0,
  "homo_lumo_gap_ev": [8.2338, 7.5506],
  "symbols": ["C", "C", "C", "C", "C", "C", "S", "H", "H", "H", "H", "H", "H", "H", "H", "H", "H", "H", "H"],
  "coordinates": [[0.72, 1.77, -0.13], [-2.75, 0.14, 1.05], [1.50, -0.57, -0.44], [0.11, -1.09, 0.19], [1.84, 0.77, 0.10], [-0.98, -0.97, -0.86], [-2.20, 0.50, -0.53], [0.28, 2.33, 0.68], [0.48, 2.12, -1.09], [-2.99, 1.04, 1.66], [-2.36, -0.71, 1.48], [2.22, -1.17, 0.08], [1.58, -0.54, -1.51], [0.17, -2.18, 0.40], [-0.01, -0.50, 1.11], [2.06, 0.78, 1.13], [2.70, 0.92, -0.48], [-0.68, -0.81, -1.91], [-1.68, -1.83, -0.93]],
  "nbo_charge": [-0.301, -0.656, -0.372, -0.444, -0.480, -0.478, 0.302, 0.174, 0.162, 0.207, 0.184, 0.207, 0.200, 0.212, 0.228, 0.201, 0.213, 0.223, 0.218]
}

---

two.
{
  "formula": "C6H12S",
  "method": "ωB97M-V/def2-TZVPD",
  "smiles": "C=[SH](=C)[C@H]1C[C@H]1C",
  "lumo_ev": 0.7,
  "charge": 0,
  "homo_lumo_gap_ev": 8.3710,
  "symbols": ["C", "S", "C", "C", "C", "C", "C", "H", "H", "H", "H", "H", "H", "H", "H", "H", "H", "H", "H"],
  "coordinates": [[2.16, -1.04, 0.94], [1.39, 0.06, -0.04], [2.45, 1.11, -0.83], [-0.26, -0.48, -0.73], [-1.08, -1.56, -0.06], [-1.64, -0.08, -0.39], [-1.98, 0.98, 0.69], [3.04, -1.34, 0.36], [1.48, -1.95, 1.08], [0.80, 1.09, 0.86], [3.22, 0.73, -1.50], [2.02, 2.04, -1.22], [-0.04, -0.45, -1.81], [-1.29, -2.44, -0.64], [-0.91, -1.89, 0.92], [-2.34, -0.07, -1.12], [-1.44, 0.65, 1.66], [-3.05, 0.62, 0.79], [-1.94, 1.97, 0.42]],
  "nbo_charge": [-0.980, 1.180, -0.992, -0.459, -0.426, -0.180, -0.618, 0.223, 0.207, 0.040, 0.226, 0.223, 0.241, 0.226, 0.224, 0.210, 0.214, 0.221, 0.219]
}

---

three.
{
  "formula": "C6H12S",
  "method": "ωB97M-V/def2-TZVPD",
  "lumo_ev": [0.2, 0.1],
  "charge": 0,
  "homo_lumo_gap_ev": [8.1797, 8.3930],
  "symbols": ["C", "C", "C", "C", "C", "C", "S", "H", "H", "H", "H", "H", "H", "H", "H", "H", "H", "H", "H"],
  "coordinates": [[1.84, -0.66, -0.19], [1.04, 0.13, 0.51], [1.45, -1.83, -1.02], [1.26, 1.22, 1.41], [-2.31, -0.42, -0.49], [-1.77, 0.50, 0.55], [-1.80, 2.27, 0.03], [2.87, -0.33, -0.28], [2.08, -1.96, -1.88], [1.62, -2.77, -0.48], [0.46, -1.78, -1.31], [0.43, 1.95, 1.34], [2.12, 1.85, 1.38], [1.18, 0.76, 2.37], [-1.57, -0.67, -1.35], [-2.75, -1.31, -0.09], [-3.16, 0.21, -0.89], [-2.12, 0.45, 1.53], [-0.86, 2.38, -1.11]],
  "nbo_charge": [-0.341, 0.183, -0.625, -0.750, -0.697, -0.223, -0.087, 0.203, 0.212, 0.213, 0.211, 0.242, 0.223, 0.227, 0.224, 0.220, 0.227, 0.183, 0.155]
}

---

Relative energy table, unit kcal/mol: one 0.0; two 74.8; three 17.9

---

one.
{
  "formula": "C3H9NP2",
  "method": "ωB97M-V/def2-TZVPD",
  "smiles": "C=P[C@@H](C)NP",
  "lumo_ev": 0.3,
  "charge": 0,
  "homo_lumo_gap_ev": 8.7961,
  "symbols": ["C", "P", "C", "C", "N", "P", "H", "H", "H", "H", "H", "H", "H", "H", "H"],
  "coordinates": [[-1.43, 1.72, 0.67], [-0.90, 1.20, -0.86], [0.01, -0.43, -0.21], [-0.80, -1.60, -0.75], [1.37, -0.34, -0.62], [2.56, 0.50, 0.39], [-2.07, 2.72, 0.67], [-1.53, 1.21, 1.59], [0.11, -0.35, 0.99], [-1.73, -1.67, -0.25], [-0.16, -2.45, -0.59], [-1.02, -1.47, -1.78], [1.77, -1.05, -1.20], [1.87, 0.21, 1.60], [1.95, 1.79, 0.34]],
  "nbo_charge": [-0.837, 0.637, -0.256, -0.638, -0.941, 0.515, 0.214, 0.202, 0.188, 0.227, 0.208, 0.211, 0.393, -0.073, -0.049]
}

---

two.
{
  "formula": "C3H9NP2",
  "method": "ωB97M-V/def2-TZVPD",
  "smiles": "NP1#[PH]CCC1",
  "lumo_ev": 1.1,
  "charge": 0,
  "homo_lumo_gap_ev": 9.2356,
  "symbols": ["N", "P", "P", "C", "C", "C", "H", "H", "H", "H", "H", "H", "H", "H", "H"],
  "coordinates": [[1.42, 0.12, 1.67], [1.47, -1.09, 0.35], [-0.55, -1.79, 0.88], [-1.48, -0.71, -0.40], [-0.62, 0.49, -0.72], [0.81, -0.04, -1.06], [1.97, 0.96, 1.71], [1.65, -0.44, 2.48], [-0.64, -1.02, 2.04], [-2.43, -0.36, 0.11], [-1.71, -1.15, -1.35], [-1.14, 0.97, -1.48], [-0.45, 1.17, 0.03], [0.79, -0.70, -1.89], [1.56, 0.66, -1.22]],
  "nbo_charge": [-1.162, 0.662, 0.175, -0.645, -0.409, -0.682, 0.382, 0.368, 0.000, 0.235, 0.222, 0.205, 0.208, 0.216, 0.223]
}

---

Relative energy table, unit kcal/mol: one 37.5; two 0.0